75
Properties=species:S:1:pos:R:3:mulliken_charge:R:1 method="wB97M-V/def2-TZVPD" homo_lumo_gap_ev=7.57 relative_energy_kj_mol=0.0 homo_ev=-8.00 e_tot_ev=-50988.0622 lumo_energy_ev=-0.433
Pd -0.440 -0.800 0.204 -0.01
C -0.229 -4.883 2.831 -1.46
C 0.347 -4.408 3.992 -0.46
C 0.684 -3.068 4.061 -1.05
C 0.433 -2.241 2.973 0.72
N -0.122 -2.698 1.842 0.36
C -0.442 -3.991 1.794 0.04
C 0.884 -0.809 3.025 0.92
C 1.145 -0.160 4.222 -0.95
C 1.687 1.116 4.172 -0.71
C 1.977 1.683 2.947 -0.70
C 1.650 0.982 1.792 0.77
N 1.079 -0.219 1.853 0.03
C 1.956 1.513 0.431 0.69
C 1.967 2.878 0.176 -0.78
C 2.258 3.314 -1.107 -0.49
C 2.541 2.373 -2.081 -0.55
C 2.509 1.031 -1.728 -0.53
N 2.220 0.599 -0.505 -0.35
H -0.512 -5.920 2.717 0.43
H 0.545 -5.066 4.829 0.42
H 1.169 -2.677 4.942 0.35
H -0.908 -4.336 0.883 0.38
H 0.921 -0.623 5.171 0.38
H 1.902 1.653 5.087 0.43
H 2.458 2.649 2.882 0.42
H 1.696 3.591 0.945 0.27
H 2.227 4.367 -1.351 0.40
H 2.755 2.666 -3.100 0.41
H 2.721 0.265 -2.467 0.67
C -3.155 -3.315 -0.246 -1.85
C -3.386 -2.017 -1.029 2.62
C -4.049 -1.064 -0.013 -1.84
C -4.386 -2.309 -2.159 -1.80
Si -1.767 -1.209 -1.662 0.33
C -0.534 -2.411 -2.569 2.92
C -1.250 -3.578 -3.267 -1.85
C 0.392 -1.757 -3.614 -1.98
C 0.428 -2.996 -1.522 -2.45
C -2.134 0.277 -2.827 2.85
C -0.863 1.130 -3.005 -1.34
C -2.587 -0.254 -4.212 -1.75
C -3.246 1.242 -2.380 -2.26
H -4.119 -3.674 0.132 0.61
H -2.523 -3.127 0.621 0.24
H -2.724 -4.125 -0.837 0.20
H -4.979 -1.526 0.339 0.57
H -4.298 -0.089 -0.419 0.33
H -3.405 -0.897 0.851 0.18
H -5.267 -2.808 -1.739 0.54
H -3.973 -2.969 -2.926 0.26
H -4.736 -1.402 -2.650 0.33
H -1.902 -3.238 -4.075 0.30
H -1.851 -4.183 -2.588 0.30
H -0.500 -4.243 -3.715 0.53
H -0.112 -1.211 -4.407 0.41
H 0.973 -2.558 -4.086 0.63
H 1.113 -1.083 -3.142 0.14
H -0.065 -3.681 -0.839 0.46
H 0.945 -2.219 -0.938 0.26
H 1.219 -3.566 -2.026 0.52
H -0.044 0.594 -3.486 0.36
H -0.489 1.509 -2.052 -0.77
H -1.097 1.999 -3.630 0.70
H -2.143 -1.202 -4.513 0.24
H -2.333 0.482 -4.982 0.44
H -3.668 -0.391 -4.245 0.43
H -3.084 1.670 -1.392 0.31
H -4.227 0.767 -2.387 0.43
H -3.287 2.070 -3.097 0.54
N -1.315 1.029 0.344 -0.87
C -1.259 2.167 0.075 0.55
N -1.289 3.431 -0.091 -0.91
C -0.902 4.045 -1.192 0.74
N -0.569 4.664 -2.117 -0.69

95
Properties=species:S:1:pos:R:3:mulliken_charge:R:1 method="wB97M-V/def2-TZVPD" homo_lumo_gap_ev=6.98 relative_energy_kj_mol=0.0 homo_ev=-8.28 e_tot_ev=-195996.4015 lumo_energy_ev=-1.306
Zr -0.183 -0.984 -1.035 -0.66
C -4.561 -4.968 -0.721 -0.78
S -2.784 -5.217 -0.689 0.03
C -2.289 -3.554 -0.477 0.56
S -0.562 -3.600 -0.356 -0.57
N -3.103 -2.513 -0.329 -1.85
N -2.483 -1.326 -0.446 1.96
C -3.261 -0.265 -0.248 -2.03
C -2.775 1.029 -0.516 1.55
C -3.575 2.210 -0.313 -1.43
C -3.034 3.425 -0.698 -0.72
C -1.738 3.452 -1.276 -0.72
C -1.043 2.267 -1.429 -0.84
N -1.524 1.088 -1.033 1.70
H -4.998 -5.953 -0.532 0.37
H -4.857 -4.564 -1.685 0.21
H -4.838 -4.313 0.104 0.25
H -4.318 -0.491 -0.049 0.40
H -4.601 2.121 0.067 0.59
H -3.629 4.353 -0.608 0.42
H -1.247 4.403 -1.565 0.44
H -0.012 2.243 -1.818 0.43
F -0.127 -1.949 -6.514 -0.21
C 0.300 -1.895 -5.194 0.55
F 0.128 -3.102 -4.642 -0.17
F 1.667 -1.573 -5.224 -0.19
S -0.665 -0.676 -3.947 1.38
O -1.267 -1.564 -2.859 -0.65
O 0.243 0.311 -3.201 -0.53
N -1.742 -0.038 -4.889 -0.71
S -3.169 -0.851 -5.323 1.02
O -3.029 -2.284 -5.248 -0.55
O -3.714 -0.211 -6.492 -0.60
C -4.262 -0.432 -3.794 0.63
F -4.336 -1.416 -2.849 -0.22
F -3.765 0.664 -3.167 -0.27
F -5.477 -0.157 -4.293 -0.23
C 3.230 2.244 -0.150 -1.26
C 2.346 2.455 1.083 1.61
C 3.196 2.427 2.348 -1.58
C 1.527 3.718 0.903 -1.34
O 1.428 1.383 1.102 0.87
Si 0.334 0.586 1.988 -3.49
O -0.289 -0.486 0.921 3.81
O -0.823 1.614 2.498 -0.07
C -1.742 1.716 3.626 1.64
C -2.688 2.903 3.353 -1.44
C -2.569 0.430 3.692 -1.05
C -0.970 1.993 4.893 -1.69
O 0.947 -0.245 3.264 -0.26
C 1.507 -1.562 3.525 1.81
C 2.576 -1.909 2.503 -1.26
C 2.107 -1.567 4.942 -2.02
C 0.344 -2.523 3.447 -1.25
H 3.931 3.075 -0.213 0.55
H 2.558 2.205 -1.028 0.04
H 3.790 1.300 -0.116 0.18
H 3.913 3.244 2.342 0.47
H 3.750 1.482 2.389 0.27
H 2.588 2.480 3.242 0.27
H 2.174 4.599 0.926 0.46
H 0.780 3.790 1.697 0.11
H 1.005 3.697 -0.050 0.22
H -3.327 2.735 2.482 0.20
H -2.082 3.794 3.076 0.28
H -3.292 3.125 4.250 0.40
H -3.142 0.305 2.779 0.16
H -3.268 0.519 4.529 0.54
H -1.914 -0.447 3.827 -0.06
H -0.453 2.942 4.795 0.35
H -0.231 1.210 5.061 0.11
H -1.646 2.060 5.739 0.54
H 3.400 -1.166 2.517 0.22
H 2.128 -1.906 1.506 -0.14
H 3.006 -2.906 2.750 0.56
H 2.880 -0.828 5.060 0.43
H 2.524 -2.550 5.179 0.41
H 1.339 -1.334 5.685 0.37
H -0.068 -2.440 2.438 -0.05
H -0.450 -2.312 4.178 0.24
H 0.691 -3.557 3.616 0.47
Br 4.515 -2.764 -0.735 -0.13
C 4.675 -1.492 -2.097 0.39
C 5.932 -1.084 -2.594 -0.45
C 5.988 -0.107 -3.581 -0.64
C 4.795 0.360 -4.137 -0.91
C 3.537 -0.037 -3.647 -0.06
C 3.471 -0.921 -2.565 0.33
C 2.215 -1.281 -1.805 0.73
O 1.874 -0.520 -0.826 0.44
O 1.460 -2.222 -2.164 -0.61
H 6.813 -1.538 -2.147 0.43
H 6.935 0.271 -3.941 0.42
H 4.770 1.032 -4.987 0.40
H 2.604 0.339 -4.080 0.48

114
Properties=species:S:1:pos:R:3:mulliken_charge:R:1 method="wB97M-V/def2-TZVPD" smiles="CCN(CC)C(=S)SCCC[C@]1(CCCOC(C)=O)[C@](I)(C(=O)NC(=O)F)OC(=O)[C@]1(F)P(N)O.ClC(Cl)Cl.ClC(Cl)Cl.ClC(Cl)Cl.ClC(Cl)Cl.ClC(Cl)Cl.ClC(Cl)Cl.ClC(Cl)Cl.ClC(Cl)Cl.ClC(Cl)Cl.ClC(Cl)Cl" homo_lumo_gap_ev=7.27 homo_ev=-9.02 e_tot_ev=-469660.8403 lumo_energy_ev=-1.747
C 3.992 1.517 1.373 -0.71
C 3.783 1.037 -0.202 0.79
N 4.506 2.054 -1.095 0.02
C 5.547 1.275 -1.925 -0.49
C 6.769 0.692 -0.962 -0.70
C 3.541 2.795 -1.994 -0.03
S 3.317 2.337 -3.646 -0.21
S 2.454 4.255 -1.425 -0.07
C 0.875 4.299 -2.470 -0.71
C 0.067 2.835 -2.396 0.49
C -1.255 3.149 -1.425 -1.43
C -2.197 1.787 -1.188 1.73
C -1.153 0.827 -0.372 -0.69
C -1.811 -0.478 0.362 -0.30
C -1.172 -1.932 -0.164 -0.61
O -2.049 -2.374 -1.258 -0.02
C -1.952 -3.820 -1.510 0.41
C -2.952 -4.410 -2.715 -0.69
O -1.125 -4.681 -0.913 -0.55
C -2.946 1.249 -2.542 -0.29
I -4.600 -0.232 -2.325 0.15
C -2.069 0.526 -3.740 -0.43
O -2.658 0.556 -4.969 -0.58
N -0.697 -0.088 -3.590 0.29
C -0.595 -1.485 -4.147 0.31
O 0.170 -2.364 -3.442 -0.37
F -1.180 -2.000 -5.404 -0.24
O -3.754 2.461 -2.903 -0.30
C -4.610 2.662 -1.686 0.18
O -5.910 2.975 -1.613 -0.55
C -3.528 2.395 -0.439 0.89
F -4.247 1.591 0.577 -0.44
P -3.483 4.120 0.378 0.00
N -5.154 4.493 0.986 -0.40
O -2.404 4.119 1.761 -0.44
H 3.166 2.356 1.557 0.22
H 5.079 1.964 1.566 0.22
H 3.798 0.612 2.109 0.13
H 4.146 -0.076 -0.391 -0.14
H 2.615 1.029 -0.398 -0.43
H 5.078 0.343 -2.478 0.34
H 6.062 1.956 -2.738 0.39
H 7.787 0.634 -1.551 0.34
H 6.844 1.346 0.015 0.18
H 6.495 -0.431 -0.664 0.08
H 1.209 4.543 -3.590 0.36
H 0.190 5.144 -2.016 0.36
H 0.831 2.093 -1.908 -0.14
H -0.220 2.593 -3.504 0.07
H -0.772 3.533 -0.403 0.13
H -1.844 4.006 -1.994 0.47
H -0.680 1.501 0.488 0.38
H -0.255 0.418 -1.038 -0.01
H -1.507 -0.426 1.515 0.30
H -2.969 -0.596 0.245 0.17
H -1.301 -2.671 0.741 0.41
H -0.059 -1.741 -0.471 0.30
H -3.078 -5.571 -2.566 0.25
H -3.979 -3.817 -2.589 0.24
H -2.451 -4.161 -3.766 0.16
H -0.011 0.494 -4.156 0.37
H -5.021 4.790 1.990 0.28
H -5.760 3.643 0.934 0.24
H -1.582 4.597 1.429 0.34
C 1.991 -2.150 3.613 -0.26
Cl 3.580 -2.100 2.831 0.15
Cl 1.660 -0.621 4.446 -0.11
Cl 0.723 -2.498 2.425 -0.03
H 1.997 -2.952 4.356 0.33
C 4.333 -4.872 0.036 -0.36
Cl 4.470 -3.108 -0.068 0.23
Cl 5.939 -5.621 0.052 -0.15
Cl 3.413 -5.341 1.476 -0.12
H 3.796 -5.228 -0.847 0.42
C -0.097 -7.190 -3.366 0.53
Cl 1.504 -7.949 -3.345 -0.13
Cl -0.816 -7.298 -4.982 -0.14
Cl -1.158 -7.942 -2.162 -0.13
H 0.019 -6.134 -3.111 -0.16
C 4.152 -4.979 -4.184 -0.19
Cl 2.554 -4.300 -3.833 0.03
Cl 5.009 -5.363 -2.681 -0.08
Cl 4.005 -6.421 -5.202 -0.11
H 4.732 -4.230 -4.730 0.36
C -7.868 0.749 -4.942 -0.02
Cl -7.703 -0.996 -4.687 -0.14
Cl -9.573 1.229 -4.880 -0.14
Cl -6.926 1.646 -3.739 0.02
H -7.479 0.991 -5.935 0.29
C -8.831 4.526 1.564 0.12
Cl -8.666 2.780 1.819 -0.13
Cl -10.536 5.005 1.626 -0.13
Cl -7.889 5.422 2.767 -0.13
H -8.442 4.767 0.572 0.27
C -1.193 4.833 5.151 0.42
Cl -1.056 6.596 5.047 -0.14
Cl 0.412 4.084 5.167 -0.12
Cl -2.113 4.364 6.591 -0.10
H -1.731 4.477 4.268 -0.08
C 7.865 -2.127 3.288 0.29
Cl 9.454 -2.077 2.505 -0.14
Cl 7.533 -0.598 4.120 -0.14
Cl 6.597 -2.475 2.100 0.00
H 7.871 -2.929 4.030 -0.09
C 5.996 -5.871 5.198 -0.09
Cl 7.620 -5.497 5.798 -0.15
Cl 5.309 -4.475 4.350 0.03
Cl 6.037 -7.287 4.133 -0.11
H 5.357 -6.102 6.054 0.31
C -4.945 4.971 9.528 0.40
Cl -5.520 3.552 10.420 -0.12
Cl -6.210 5.584 8.449 -0.11
Cl -4.416 6.238 10.649 -0.12
H -4.089 4.671 8.919 -0.04